Entry 1:
{
  "formula": "C23H32BFO8",
  "method": "wB97M-V/def2-TZVPD",
  "energy_ha": -1622.1200,
  "total_charge": 0,
  "homo_lumo_gap_ev": 7.9,
  "elements": ["C", "C", "C", "C", "O", "C", "F", "C", "O", "C", "C", "O", "C", "C", "B", "C", "O", "H", "H", "H", "H", "H", "H", "H", "H", "H", "H", "H", "H", "H", "H", "H", "H", "H", "H", "H", "H", "H", "H", "H", "H", "C", "C", "C", "O", "C", "C", "C", "O", "H", "H", "H", "H", "C", "C", "C", "O", "C", "C", "C", "O", "H", "H", "H", "H"],
  "coordinates": [[0.66823, 3.32647, -0.14799], [0.23923, 1.83341, -0.43392], [-0.35169, 1.14959, 0.88784], [0.17169, -0.31709, 1.14166], [-0.60935, -1.34594, 0.51489], [-0.39100, -1.40723, -0.86982], [-1.28431, -2.39063, -1.34542], [1.05550, -1.87831, -1.29053], [1.06870, -2.96202, -2.22407], [2.12179, -3.86534, -1.87930], [3.57836, -3.27576, -2.18148], [4.46483, -3.45771, -1.07580], [4.68320, -2.25628, -0.33486], [4.13621, -2.30089, 1.14388], [0.12075, -0.63939, 2.74184], [-0.05101, -2.16412, 3.28880], [0.18888, 0.37442, 3.73108], [1.27325, 3.41872, 0.79405], [-0.20699, 4.01978, -0.04123], [1.28891, 3.70466, -0.99454], [-0.63076, 1.87880, -1.15512], [1.03181, 1.22191, -0.93134], [-0.09735, 1.86067, 1.72473], [-1.47964, 1.12491, 0.86029], [1.26912, -0.33546, 0.87764], [-0.66312, -0.47594, -1.42793], [1.56055, -1.00554, -1.79107], [1.66339, -2.15342, -0.39229], [1.95757, -4.79054, -2.49751], [2.07249, -4.20834, -0.80295], [3.54281, -2.23391, -2.58841], [3.98340, -3.91894, -3.01597], [5.79906, -2.11081, -0.25226], [4.28481, -1.32733, -0.81612], [4.64733, -3.04754, 1.79796], [3.03129, -2.49453, 1.20708], [4.32162, -1.27593, 1.57608], [-1.10736, -2.20854, 3.68971], [0.10017, -2.93358, 2.49662], [0.60295, -2.33632, 4.19389], [0.65230, 0.05616, 4.51517], [0.90325, 9.29374, 0.55802], [1.52745, 8.23620, 0.04079], [0.78404, 7.01213, -0.33094], [1.35416, 6.04722, -0.80079], [-0.67911, 7.00815, -0.10795], [-1.30327, 8.06567, 0.40931], [-0.55942, 9.28950, 0.78101], [-1.12764, 10.25391, 1.25035], [1.43080, 10.19719, 0.83642], [2.59654, 8.22231, -0.12974], [-1.20736, 6.10552, -0.38641], [-2.37236, 8.07976, 0.57976], [-3.71394, -4.57939, -1.54726], [-4.01512, -3.78155, -0.52283], [-5.32885, -3.86315, 0.15214], [-5.60598, -3.13548, 1.08491], [-6.29519, -4.86467, -0.35182], [-5.99410, -5.66205, -1.37579], [-4.67956, -5.58043, -2.05105], [-4.40476, -6.30921, -2.98343], [-2.75775, -4.53289, -2.05326], [-3.31971, -3.04452, -0.14158], [-7.25103, -4.91047, 0.15480], [-6.68869, -6.39961, -1.75794]],
  "mulliken_charge": [-1.36, 0.15, -0.91, 0.24, -0.20, 0.52, -0.30, 0.37, -0.44, -0.26, -0.45, -0.39, -0.24, -0.73, 0.49, -0.91, -0.63, 0.30, 0.18, 0.44, 0.25, 0.05, 0.37, 0.27, 0.08, -0.08, 0.04, -0.41, 0.36, 0.31, 0.33, 0.27, 0.32, 0.24, 0.37, 0.00, 0.27, 0.29, 0.22, 0.29, 0.31, -0.39, -0.35, 0.44, -0.49, -0.16, -0.45, 0.32, -0.54, 0.40, 0.42, 0.41, 0.41, -0.21, -0.23, 0.23, -0.55, -0.38, -0.42, 0.25, -0.54, 0.48, 0.55, 0.41, 0.41]
}


Entry 2:
{
  "formula": "C23H32Cl2N2RuS5",
  "method": "wB97M-V/def2-TZVPD",
  "energy_ha": -4011.0791,
  "s2": 0.782,
  "total_charge": 1,
  "homo_lumo_gap_ev": [6.6, 5.1],
  "multiplicity": 2,
  "elements": ["Ru", "C", "N", "C", "C", "N", "C", "C", "C", "C", "C", "C", "C", "S", "C", "C", "C", "C", "C", "C", "S", "H", "H", "H", "H", "H", "H", "H", "H", "H", "H", "H", "H", "H", "H", "H", "H", "H", "H", "C", "C", "S", "C", "C", "S", "C", "C", "S", "H", "H", "H", "H", "H", "H", "H", "H", "H", "H", "H", "H", "Cl", "C", "Cl", "H", "H"],
  "coordinates": [[-0.64310, 0.16392, -0.77201], [2.40933, 0.71909, -1.59989], [1.64963, -0.53607, -1.53568], [2.21243, -1.40434, -0.49174], [1.19905, -2.40693, 0.05253], [0.09048, -1.73899, 0.74285], [0.46510, -1.24715, 2.07195], [-1.04283, -2.61994, 0.89896], [-0.87153, -3.95281, 1.24637], [-1.96187, -4.77684, 1.46148], [-3.24828, -4.27751, 1.32288], [-3.43802, -2.95177, 0.99398], [-2.34404, -2.11222, 0.77799], [-2.65784, -0.44193, 0.40003], [1.62664, -1.20188, -2.82064], [2.80516, -1.37732, -3.53229], [2.81509, -2.01247, -4.76193], [1.63420, -2.50594, -5.29594], [0.45553, -2.34687, -4.59968], [0.42731, -1.67365, -3.37344], [-1.12375, -1.47457, -2.61355], [3.49110, 0.56200, -1.50612], [2.07971, 1.36586, -0.78326], [2.20799, 1.21798, -2.54736], [2.55147, -0.76919, 0.32880], [3.08122, -1.94983, -0.88479], [1.74011, -3.08901, 0.72419], [0.77414, -2.98866, -0.77088], [0.77789, -2.07222, 2.72432], [-0.40276, -0.75642, 2.51489], [1.27517, -0.52246, 2.00176], [0.12030, -4.35768, 1.37121], [-1.79838, -5.80349, 1.74662], [-4.10098, -4.91754, 1.48643], [-4.42832, -2.53215, 0.89688], [3.73413, -1.01107, -3.11790], [3.74479, -2.11045, -5.29912], [1.63984, -3.01628, -6.24591], [-0.47443, -2.73242, -4.99045], [-0.95970, 2.70667, 4.22940], [-2.24984, 3.22714, 3.59992], [-2.81914, 2.16242, 2.22539], [-2.14827, 2.99333, 0.74066], [-0.68788, 3.36778, 0.83692], [0.30657, 1.86893, 1.15460], [1.82453, 2.64234, 1.84460], [1.76794, 2.73029, 3.35923], [0.46508, 3.84437, 4.00091], [-0.68103, 1.74972, 3.79141], [-1.08277, 2.57723, 5.30382], [-2.14677, 4.24670, 3.23497], [-3.06240, 3.20079, 4.32810], [-2.76516, 3.86669, 0.53020], [-2.30390, 2.24698, -0.05576], [-0.48869, 4.05746, 1.65848], [-0.34922, 3.81101, -0.10223], [1.94113, 3.62294, 1.39380], [2.65337, 2.00065, 1.54292], [2.70416, 3.15197, 3.73087], [1.62444, 1.74895, 3.80670], [-0.35774, 2.09344, -2.57713], [-1.63928, 2.71450, -3.62334], [-2.51066, 4.02385, -2.81099], [-2.33184, 1.89991, -3.83522], [-1.17464, 3.10316, -4.52976]],
  "lowdin_spin": [0.29, 0.00, 0.00, 0.00, 0.00, 0.00, 0.00, 0.05, -0.01, 0.06, -0.01, 0.05, 0.04, 0.47, 0.00, 0.00, 0.00, 0.00, 0.00, 0.00, 0.00, 0.00, 0.00, 0.00, 0.00, 0.00, 0.00, 0.00, 0.00, 0.00, 0.00, 0.00, 0.00, 0.00, 0.00, 0.00, 0.00, 0.00, 0.00, 0.00, 0.01, 0.03, 0.00, 0.00, 0.01, 0.00, 0.00, 0.00, 0.00, 0.00, 0.00, 0.00, 0.00, 0.00, 0.00, 0.00, 0.00, 0.00, 0.00, 0.00, 0.00, 0.00, 0.00, 0.00, 0.00]
}


Entry 3:
{
  "formula": "C23H32Cl2NO6P",
  "method": "wB97M-V/def2-TZVPD",
  "energy_ha": -2663.7674,
  "total_charge": 0,
  "homo_lumo_gap_ev": 9.2,
  "elements": ["C", "H", "H", "H", "C", "C", "H", "H", "C", "H", "H", "C", "C", "C", "C", "C", "C", "C", "C", "C", "C", "C", "C", "H", "H", "C", "H", "H", "C", "H", "O", "P", "O", "O", "H", "O", "H", "H", "H", "H", "H", "H", "H", "H", "O", "C", "O", "N", "C", "C", "H", "H", "Cl", "H", "H", "C", "C", "H", "H", "Cl", "H", "H", "H", "H", "H"],
  "coordinates": [[0.44415, 3.08055, 3.11619], [0.12133, 2.04789, 3.03601], [-0.34282, 3.65363, 3.60019], [1.32038, 3.11932, 3.75410], [0.73309, 3.69404, 1.74475], [-0.52024, 3.67927, 0.87333], [-1.35601, 4.14225, 1.40169], [-0.33639, 4.26017, -0.03431], [-0.88352, 2.24121, 0.49362], [-1.73515, 2.26241, -0.18957], [-1.18880, 1.69957, 1.38888], [0.27244, 1.49996, -0.18383], [-0.02292, 0.05287, -0.48000], [-1.22702, -0.58417, -0.22703], [-1.39163, -1.93139, -0.50358], [-0.33689, -2.64833, -1.04043], [0.87721, -2.02952, -1.29908], [1.03334, -0.68413, -1.02225], [2.30551, 0.05091, -1.29896], [2.74452, 0.87180, -0.07761], [1.57089, 1.54794, 0.65826], [1.87073, 3.00933, 0.97019], [3.11755, 3.35665, 1.78760], [4.02569, 3.31408, 1.18853], [3.23484, 2.66015, 2.61693], [2.83941, 4.78740, 2.28927], [3.49047, 5.51893, 1.81387], [2.97633, 4.87256, 3.36627], [1.36496, 5.08163, 1.95264], [1.29523, 5.66115, 1.02738], [0.71931, 5.81137, 2.99139], [0.50923, 7.35960, 2.80483], [-0.13951, 8.03138, 3.92441], [-0.28044, 7.52064, 1.40765], [-1.18033, 7.78021, 1.59657], [1.96468, 7.90007, 2.41828], [2.04878, 8.80597, 2.71038], [1.95698, 3.53255, 0.00881], [1.38507, 1.00529, 1.58856], [3.26979, 0.21522, 0.61692], [3.45632, 1.62764, -0.41196], [2.13524, 0.72881, -2.14101], [3.09822, -0.63993, -1.58776], [1.68562, -2.60798, -1.72006], [-0.41808, -4.01601, -1.28716], [-1.47931, -4.48913, -1.97231], [-2.35311, -3.81250, -2.45097], [-1.43773, -5.85080, -2.07414], [-0.32627, -6.63974, -1.60242], [0.65713, -6.99442, -2.71828], [0.16465, -7.52552, -3.53257], [1.47642, -7.59564, -2.32625], [1.37101, -5.52111, -3.42503], [0.19208, -6.07838, -0.82391], [-0.70399, -7.57158, -1.17019], [-2.54354, -6.50925, -2.72890], [-3.44986, -7.24537, -1.74335], [-2.93000, -8.06116, -1.24131], [-4.33215, -7.62992, -2.25290], [-4.00938, -6.13067, -0.46885], [-3.11425, -5.72747, -3.23672], [-2.17549, -7.22597, -3.47009], [-2.33422, -2.41795, -0.31074], [-2.06131, -0.04125, 0.18669], [0.48310, 2.00670, -1.13495]],
  "mulliken_charge": [-2.12, 0.50, 0.43, 0.42, 1.59, -1.55, 0.47, 0.45, -1.52, 0.56, 0.40, 1.10, 0.01, -0.96, -0.58, 0.18, -0.72, 0.68, -1.46, -1.12, 0.68, -0.58, -1.02, 0.43, 0.37, -0.97, 0.32, 0.37, -0.75, 0.80, -0.17, 0.90, -0.72, -0.49, 0.32, -0.53, 0.34, 0.49, 0.49, 0.34, 0.36, 0.42, 0.48, 0.44, -0.31, 0.62, -0.59, 0.34, -0.92, -0.47, 0.30, 0.41, -0.19, 0.40, 0.37, -1.00, -0.48, 0.29, 0.43, -0.19, 0.44, 0.35, 0.50, 0.39, 0.23]
}


Entry 4:
{
  "formula": "C23H32ErNO4",
  "method": "wB97M-V/def2-TZVPD",
  "energy_ha": -2266.4315,
  "s2": 3.753,
  "total_charge": 0,
  "homo_lumo_gap_ev": [7.8, 7.9],
  "multiplicity": 4,
  "elements": ["O", "C", "C", "H", "H", "C", "H", "H", "C", "H", "H", "H", "C", "H", "H", "H", "Er", "C", "C", "C", "H", "C", "C", "H", "H", "H", "H", "C", "C", "C", "H", "C", "C", "H", "H", "H", "H", "O", "C", "C", "H", "H", "C", "H", "H", "C", "H", "H", "H", "H", "O", "C", "C", "C", "C", "O", "N", "H", "H", "H", "H"],
  "coordinates": [[1.01222, 0.21326, -5.71571], [1.13399, 1.44019, -6.56061], [1.05212, 0.74136, -7.88515], [2.08938, 1.94866, -6.41982], [0.30594, 2.11357, -6.33520], [0.97145, -0.49936, -6.98749], [1.95699, 0.85336, -8.47795], [0.16103, 0.91340, -8.48136], [2.16127, -1.42920, -7.09923], [3.07904, -0.83601, -7.04633], [2.10507, -1.95572, -8.06205], [2.12115, -2.14676, -6.26989], [-0.32466, -1.26090, -7.20086], [-1.21018, -0.61386, -7.19025], [-0.46015, -2.04882, -6.45002], [-0.26994, -1.74350, -8.18888], [0.40872, 0.16995, -1.07925], [-1.53306, -0.42438, 0.69804], [-1.50189, 0.96175, 0.98488], [-1.91049, 1.67034, -0.17545], [-1.29418, 1.40426, 1.95251], [-2.29610, 0.71173, -1.15142], [-2.03171, -0.59064, -0.62481], [-2.26021, -1.53167, -1.11945], [-1.29511, -1.21212, 1.40538], [-1.96788, 2.74894, -0.27953], [-2.85682, 0.93466, -2.05071], [1.49545, -1.76515, 0.24223], [0.55183, -2.33448, -0.66258], [0.97783, -2.04228, -1.99712], [-0.31551, -2.92566, -0.38186], [2.21787, -1.32066, -1.91111], [2.53270, -1.15771, -0.52264], [3.45776, -0.73609, -0.13015], [1.45458, -1.82470, 1.32986], [0.47874, -2.34854, -2.91232], [2.83096, -1.01140, -2.75327], [-0.20931, 0.63811, -3.31269], [-1.33479, 0.21825, -4.14022], [-1.86043, 1.45891, -4.85892], [-2.10035, -0.24660, -3.49315], [-0.94618, -0.53640, -4.82621], [-1.06679, 2.64710, -4.29556], [-2.93218, 1.54164, -4.66024], [-1.68910, 1.37914, -5.94805], [0.17263, 1.99539, -3.73116], [-1.63366, 3.09672, -3.46959], [-0.85570, 3.40188, -5.04342], [0.69622, 2.50314, -2.92468], [0.85843, 1.77650, -4.53027], [0.84364, 0.51593, 3.33126], [1.33757, 1.23104, 2.47872], [2.11395, 2.53140, 2.67398], [2.40775, 3.04771, 1.27187], [1.72820, 2.01629, 0.40108], [1.61462, 2.05310, -0.87962], [1.21534, 1.00180, 1.09609], [1.49246, 3.24415, 3.23174], [3.00950, 2.33280, 3.27556], [1.97508, 4.04524, 1.11144], [3.48187, 3.07282, 1.04041]],
  "lowdin_spin": [0.00, 0.00, 0.00, 0.00, 0.00, 0.00, 0.00, 0.00, 0.00, 0.00, 0.00, 0.00, 0.00, 0.00, 0.00, 0.00, 3.03, 0.00, 0.00, 0.00, 0.00, 0.00, 0.00, 0.00, 0.00, 0.00, 0.00, 0.00, 0.00, 0.00, 0.00, 0.00, 0.00, 0.00, 0.00, 0.00, 0.00, 0.00, 0.00, 0.00, 0.00, 0.00, 0.00, 0.00, 0.00, 0.00, 0.00, 0.00, 0.00, 0.00, 0.00, 0.00, 0.00, 0.00, 0.00, 0.00, 0.00, 0.00, 0.00, 0.00, 0.00]
}